Entry 1:
ORCA calculation (the ωB97M-V functional and the def2-TZVPD basis) on a molecular structure, C3H4N2O3.

Output
* energy above the lowest of the compared OMol25 structures with the same formula, charge and spin: 5.672 eV
* electronic energy: -451.77132 Ha
* total charge: 0
* HOMO level: -8.835 eV
* largest force on an atom: 6.2 eV Å⁻¹
* Kohn-Sham gap: 8.968 eV

Last column: natural (NBO) charge in e.
Element x y z (Å)
C  1.04470  0.19152  0.53429  0.44
C  1.02445  -0.09595  -0.78248  -0.42
C  -0.36231  -0.09078  -0.87195  0.44
H  2.59137  0.42840  1.85373  0.49
H  1.64457  0.25819  -1.54213  0.25
H  -2.00030  0.22016  -1.86989  0.48
H  -1.99565  -1.07475  1.67344  0.50
N  -0.96115  -0.04214  0.30159  0.07
N  -0.10342  0.28882  1.19889  -0.38
O  2.33453  0.64569  0.91768  -0.70
O  -1.01113  -0.28031  -2.11324  -0.65
O  -2.20567  -0.44884  0.70008  -0.51

Cartesian forces (eV/Å) of the 2 atoms listed first:
4.28 1.99 2.91
-4.03 0.55 -0.24

***

Entry 2:
ORCA calculation (the ωB97M-V functional and the def2-TZVPD basis) on a single C7H10 molecule.

Output
* energy above the lowest of the compared OMol25 structures with the same formula, charge and spin: 4.587 eV
* electronic energy: -272.54945 Ha
* total charge: 0
* HOMO level: -8.644 eV
* largest force on an atom: 1.8 eV Å⁻¹
* SMILES: C[C@]12C[C@@H]3[C@H](C1)[C@@H]32
* Kohn-Sham gap: 9.687 eV

Last column: natural (NBO) charge in e.
Element x y z (Å)
C  1.59669  -1.10071  -0.07749  -0.61
C  0.28982  -0.34996  0.01793  -0.09
C  0.25654  0.75781  1.10827  -0.39
C  -0.65930  1.59381  0.26083  -0.23
C  -1.54817  0.66788  -0.46055  -0.18
C  -1.03548  -1.09245  0.01494  -0.39
C  -0.19687  0.66497  -1.02273  -0.25
H  1.73647  -1.74054  0.80320  0.21
H  1.62546  -1.73315  -0.96927  0.21
H  2.44364  -0.40434  -0.11246  0.21
H  -0.10568  0.50530  2.11275  0.20
H  1.24108  1.23510  1.17508  0.20
H  -0.95553  2.61972  0.54596  0.23
H  -2.36561  1.14368  -1.03295  0.23
H  -1.02420  -2.02798  0.65320  0.20
H  -1.42050  -1.41222  -0.94564  0.19
H  0.12164  0.67308  -2.07106  0.24

Cartesian forces (eV/Å) of the 2 atoms listed first:
0.01 -0.08 -0.08
0.30 -0.02 -0.15

***

Entry 3:
ORCA calculation (the ωB97M-V functional and the def2-TZVPD basis) on 3 unconnected molecules or ions with the total composition C17H43N4OP2S.

Output
* electronic energy: -2048.34899 Ha
* total charge: +1
* HOMO level: -12.240 eV
* largest force on an atom: 0.6 eV Å⁻¹
* Kohn-Sham gap: 8.011 eV

Last column: natural (NBO) charge in e.
Element x y z (Å)
C  4.98705  -1.99085  -4.25943  -0.65
C  4.36735  -2.01161  -5.63716  -0.07
O  3.07998  -1.35941  -5.73508  -0.40
N  2.24460  -1.67425  -4.60383  -0.22
C  1.92876  -0.40596  -3.90182  -0.27
C  0.59416  0.09369  -4.55277  -0.39
P  -0.77445  -0.06136  -3.34154  0.85
S  -0.82442  -1.81438  -2.52451  -0.53
N  0.33135  -0.83453  -5.68339  -0.65
C  1.03947  -1.96924  -5.29168  0.77
N  0.62115  -3.16985  -5.45932  -0.74
P  1.42613  -4.66394  -4.81391  1.46
N  0.83778  -5.17801  -3.50420  -1.20
H  6.05677  -2.17083  -4.36079  0.25
H  4.57377  -2.75280  -3.60114  0.22
H  4.86618  -1.01995  -3.78012  0.22
H  4.27788  -3.02994  -6.02584  0.17
H  4.97329  -1.44966  -6.34464  0.22
H  2.74751  0.27902  -4.09952  0.25
H  1.83108  -0.62112  -2.84206  0.25
H  0.71103  1.11944  -4.89610  0.26
H  -1.91034  0.30794  -4.07130  0.01
H  -0.51618  1.03114  -2.49787  -0.01
H  0.75433  -0.45871  -6.53268  0.43
H  -0.28501  -3.25043  -5.91671  0.45
H  1.14016  -5.40381  -5.96041  -0.04
H  2.74600  -4.22440  -4.93259  -0.04
H  1.43442  -5.10660  -2.68792  0.41
C  -1.36840  0.69595  0.71215  -0.61
C  -2.77750  1.24639  0.52665  -0.41
C  -2.83603  2.46557  -0.39232  -0.39
C  -2.03022  3.67332  0.09242  -0.40
C  -2.41051  4.17492  1.48481  -0.40
C  -3.85658  4.64724  1.58830  -0.61
H  -0.70622  1.42897  1.17430  0.20
H  -1.37536  -0.18863  1.35004  0.22
H  -0.93697  0.40495  -0.25017  0.18
H  -3.20205  1.49422  1.50258  0.20
H  -3.41824  0.46436  0.11059  0.20
H  -3.88000  2.75384  -0.53650  0.21
H  -2.46764  2.18002  -1.38695  0.17
H  -2.15932  4.48892  -0.62628  0.20
H  -0.96304  3.43097  0.08397  0.19
H  -1.74329  4.99918  1.74774  0.21
H  -2.22680  3.39225  2.22660  0.19
H  -4.05527  5.45156  0.87677  0.20
H  -4.07426  5.02587  2.58694  0.22
H  -4.56279  3.84044  1.38553  0.20
C  -0.14038  -1.78631  7.53219  -0.61
C  -0.05190  -0.28781  7.26342  -0.40
C  -1.06838  0.20977  6.23687  -0.40
C  -0.92808  -0.40803  4.84415  -0.40
C  0.44176  -0.22047  4.19442  -0.40
C  0.81292  1.24200  3.97010  -0.61
H  0.06460  -2.37164  6.63415  0.20
H  0.57895  -2.09275  8.29218  0.21
H  -1.13645  -2.05923  7.88720  0.20
H  0.96157  -0.03342  6.93995  0.19
H  -0.21259  0.25400  8.19857  0.21
H  -0.99605  1.29833  6.16360  0.20
H  -2.07695  0.00138  6.60701  0.20
H  -1.69110  0.03109  4.19158  0.20
H  -1.15502  -1.47637  4.89286  0.20
H  0.44161  -0.74039  3.23171  0.20
H  1.21706  -0.70083  4.79725  0.20
H  0.06822  1.73932  3.34406  0.19
H  1.78049  1.32631  3.47237  0.21
H  0.88045  1.79519  4.90755  0.21

Cartesian forces (eV/Å) of the 2 atoms listed first:
0.01 0.04 0.03
0.07 -0.16 -0.10

***

Entry 4:
ORCA calculation (the ωB97M-V functional and the def2-TZVPD basis) on 2 unconnected molecules or ions with the total composition C2H6ClNO.

Output
* energy above the lowest of the compared OMol25 structures with the same formula, charge and spin: 5.793 eV
* electronic energy: -669.78462 Ha
* total charge: 0
* HOMO level (alpha / beta): -9.408 / -9.417 eV
* largest force on an atom: 4.4 eV Å⁻¹
* Kohn-Sham gap (alpha / beta): 8.032 / 8.040 eV

Last column: natural (NBO) charge in e.
Element x y z (Å)
C  -1.14914  -1.25577  0.57367  -0.48
C  1.13776  1.46361  -0.21474  -0.28
N  -1.08163  -0.27081  -0.38559  -0.18
O  0.07995  1.10621  0.63924  -0.48
Cl  -2.52709  0.51763  -0.48802  0.20
H  -1.65885  -2.15975  0.28560  0.23
H  -0.12671  -1.47615  0.93444  0.24
H  -1.76886  -1.07362  1.33514  0.20
H  2.02538  0.96036  0.09217  0.17
H  1.36131  2.61263  -0.08786  0.18
H  0.75755  1.39008  -1.24851  0.20

Cartesian forces (eV/Å) of the 2 atoms listed first:
2.75 -2.29 0.16
-1.47 2.45 0.44

***

Entry 5:
ORCA calculation (the ωB97M-V functional and the def2-TZVPD basis) on a single C4H8O2 molecule.

Output
* energy above the lowest of the compared OMol25 structures with the same formula, charge and spin: 1.279 eV
* electronic energy: -307.66544 Ha
* total charge: 0
* HOMO level: -10.086 eV
* largest force on an atom: 0.4 eV Å⁻¹
* SMILES: C[C@H]1COCO1
* Kohn-Sham gap: 11.165 eV

Last column: natural (NBO) charge in e.
Element x y z (Å)
C  1.60569  -0.78303  -0.22776  -0.62
C  0.34621  -0.28202  0.45320  0.06
C  -0.03357  1.18408  0.11133  -0.10
O  -1.18607  1.06606  -0.70116  -0.52
C  -1.79861  -0.10245  -0.23546  0.22
O  -0.76995  -1.03190  -0.02456  -0.53
H  2.48945  -0.25945  0.15468  0.21
H  1.73484  -1.85447  -0.04697  0.22
H  1.53438  -0.61912  -1.30837  0.21
H  0.42654  -0.40576  1.54370  0.17
H  -0.25965  1.75237  1.02576  0.17
H  0.73398  1.71378  -0.46000  0.19
H  -2.33506  0.09866  0.71031  0.12
H  -2.48818  -0.47674  -0.99469  0.18

Cartesian forces (eV/Å) of the 2 atoms listed first:
0.02 -0.01 -0.02
0.24 0.11 0.07

***

Entry 6:
ORCA calculation (the ωB97M-V functional and the def2-TZVPD basis) on a single C2H5ClO2 molecule.

Output
* energy above the lowest of the compared OMol25 structures with the same formula, charge and spin: 0.216 eV
* electronic energy: -689.86075 Ha
* total charge: 0
* HOMO level: -10.616 eV
* largest force on an atom: 3.3 eV Å⁻¹
* SMILES: CC(O)(O)Cl
* Kohn-Sham gap: 10.974 eV

Last column: natural (NBO) charge in e.
Element x y z (Å)
C  -0.16288  1.24926  0.01686  -0.68
C  -0.06960  -0.23023  -0.11613  0.58
O  0.98508  -0.67332  -0.84911  -0.69
O  -0.07002  -0.90270  1.18613  -0.71
Cl  -1.59818  -0.90540  -0.97850  -0.18
H  0.08873  1.55483  1.10322  0.25
H  0.53038  1.75830  -0.62277  0.24
H  -1.14694  1.58390  -0.28847  0.25
H  1.28813  -1.59791  -0.46477  0.48
H  0.15532  -1.83674  1.01353  0.46

Cartesian forces (eV/Å) of the 2 atoms listed first:
0.05 0.90 1.90
-0.59 -2.76 1.56